324
Properties=species:S:1:pos:R:3 method="wB97M-V/def2-TZVPD" total_energy_ha=-6252.135322 e_above_lowest_kcal_mol=15.9 e_homo_ev=-7.963 charge=0
C 11.114 -6.674 -8.080
O 10.358 -5.551 -8.598
C 9.748 -5.892 -9.870
C 8.733 -4.880 -10.358
N 7.471 -5.315 -9.760
C 6.393 -4.282 -9.755
C 5.029 -4.959 -9.548
O 3.984 -4.009 -9.672
C 2.682 -4.537 -9.695
H 11.412 -6.536 -7.041
H 11.966 -6.945 -8.704
H 10.640 -7.651 -7.980
H 9.422 -6.929 -9.956
H 10.511 -5.898 -10.648
H 8.581 -4.837 -11.436
H 9.070 -3.934 -9.935
H 7.669 -5.720 -8.857
H 6.375 -3.617 -10.619
H 6.524 -3.590 -8.923
H 5.052 -5.560 -8.639
H 4.931 -5.745 -10.297
H 2.418 -4.974 -8.732
H 2.569 -5.349 -10.414
H 1.927 -3.812 -9.997
C 17.510 -16.557 -5.816
O 16.576 -16.188 -4.726
C 16.211 -17.230 -3.866
C 15.173 -16.605 -2.920
N 15.722 -15.419 -2.307
C 14.660 -14.540 -1.893
C 15.129 -13.234 -1.176
O 15.749 -12.370 -2.144
C 16.144 -11.077 -1.616
H 17.099 -17.441 -6.303
H 18.442 -16.798 -5.305
H 17.734 -15.811 -6.578
H 17.071 -17.402 -3.219
H 15.904 -18.153 -4.359
H 15.033 -17.272 -2.070
H 14.250 -16.453 -3.480
H 16.271 -14.940 -3.007
H 14.119 -15.139 -1.160
H 13.975 -14.376 -2.725
H 15.855 -13.516 -0.413
H 14.250 -12.706 -0.808
H 16.729 -11.163 -0.700
H 15.277 -10.460 -1.378
H 16.647 -10.399 -2.305
C 17.496 -9.864 -8.183
O 16.640 -9.089 -9.035
C 15.571 -8.328 -8.421
C 14.470 -9.230 -7.790
N 13.766 -9.934 -8.815
C 12.977 -11.069 -8.254
C 13.946 -12.230 -7.821
O 14.751 -12.424 -9.029
C 15.592 -13.576 -8.833
H 18.131 -10.481 -8.819
H 16.967 -10.524 -7.495
H 18.129 -9.170 -7.630
H 15.082 -7.660 -9.129
H 16.085 -7.740 -7.660
H 13.774 -8.576 -7.265
H 14.827 -9.861 -6.975
H 14.543 -10.313 -9.337
H 12.265 -11.430 -8.997
H 12.401 -10.750 -7.385
H 13.305 -13.065 -7.542
H 14.593 -11.919 -7.001
H 16.212 -13.438 -7.947
H 16.048 -13.824 -9.792
H 14.959 -14.439 -8.626
C 18.118 -12.026 -4.313
O 19.407 -12.006 -4.903
C 20.192 -10.846 -4.622
C 21.100 -10.515 -5.841
N 21.858 -9.261 -5.630
C 22.832 -8.996 -6.736
C 22.270 -8.427 -8.063
O 21.218 -9.230 -8.567
C 20.518 -8.834 -9.719
H 17.468 -11.275 -4.761
H 18.250 -11.653 -3.298
H 17.572 -12.960 -4.445
H 20.723 -11.131 -3.714
H 19.593 -9.939 -4.535
H 20.483 -10.371 -6.727
H 21.690 -11.397 -6.092
H 22.349 -9.363 -4.753
H 23.498 -9.835 -6.940
H 23.474 -8.192 -6.378
H 23.062 -8.392 -8.811
H 21.903 -7.411 -7.922
H 21.114 -8.410 -10.528
H 19.798 -8.042 -9.512
H 19.991 -9.600 -10.288
C 19.828 -13.611 -12.527
O 20.726 -13.054 -13.352
C 20.899 -11.684 -13.268
C 22.149 -11.232 -14.030
N 22.419 -9.765 -13.716
C 23.648 -9.314 -14.289
C 23.509 -9.282 -15.777
O 24.140 -10.425 -16.401
C 24.076 -10.368 -17.843
H 19.631 -14.683 -12.550
H 18.871 -13.161 -12.792
H 19.960 -13.416 -11.463
H 20.929 -11.376 -12.223
H 20.066 -11.177 -13.754
H 21.848 -11.381 -15.067
H 23.004 -11.880 -13.840
H 21.714 -9.145 -14.089
H 24.529 -9.811 -13.883
H 23.737 -8.280 -13.956
H 24.072 -8.422 -16.139
H 22.469 -9.133 -16.069
H 23.008 -10.239 -18.021
H 24.395 -11.306 -18.297
H 24.602 -9.519 -18.280
C 8.531 -20.610 -4.671
O 8.791 -19.240 -4.918
C 8.331 -18.225 -3.995
C 8.579 -16.863 -4.663
N 10.040 -16.745 -4.797
C 10.515 -15.464 -5.353
C 12.061 -15.523 -5.347
O 12.494 -16.354 -6.414
C 13.884 -16.463 -6.605
H 8.478 -20.886 -3.618
H 9.109 -21.304 -5.280
H 7.495 -20.768 -4.969
H 8.985 -18.342 -3.130
H 7.319 -18.486 -3.685
H 8.115 -16.060 -4.091
H 8.067 -16.862 -5.626
H 10.212 -17.409 -5.539
H 10.267 -14.637 -4.688
H 10.154 -15.226 -6.353
H 12.313 -15.793 -4.321
H 12.588 -14.591 -5.549
H 14.244 -17.309 -6.019
H 14.349 -15.517 -6.329
H 14.006 -16.731 -7.655
C 16.664 -18.843 -13.489
O 16.775 -18.793 -12.105
C 17.943 -18.192 -11.503
C 17.972 -18.561 -9.948
N 17.722 -19.991 -9.778
C 18.824 -20.873 -10.237
C 18.602 -22.361 -10.134
O 17.362 -22.771 -10.706
C 17.352 -22.739 -12.120
H 15.798 -19.439 -13.777
H 17.531 -19.264 -13.998
H 16.452 -17.837 -13.853
H 17.752 -17.125 -11.626
H 18.858 -18.508 -12.003
H 17.152 -18.027 -9.467
H 18.922 -18.266 -9.502
H 16.865 -20.216 -10.262
H 19.800 -20.647 -9.808
H 19.056 -20.709 -11.290
H 18.459 -22.556 -9.071
H 19.464 -22.909 -10.516
H 18.149 -23.338 -12.559
H 17.302 -21.672 -12.342
H 16.430 -23.211 -12.461
C 14.418 -16.344 -11.040
O 13.462 -16.477 -10.007
C 12.126 -16.096 -10.374
C 11.186 -16.388 -9.262
N 9.819 -16.341 -9.810
C 8.948 -16.868 -8.732
C 7.426 -16.530 -8.955
O 6.717 -16.880 -7.787
C 5.437 -16.270 -7.673
H 14.294 -17.086 -11.829
H 15.374 -16.516 -10.545
H 14.507 -15.384 -11.549
H 11.806 -16.656 -11.253
H 12.200 -15.060 -10.707
H 11.262 -15.609 -8.504
H 11.512 -17.330 -8.820
H 9.591 -15.357 -9.822
H 9.268 -16.501 -7.757
H 9.024 -17.955 -8.696
H 7.040 -17.026 -9.846
H 7.308 -15.462 -9.136
H 5.501 -15.256 -7.279
H 4.937 -16.790 -6.856
H 4.714 -16.309 -8.488
C 16.393 -14.174 -13.568
O 15.388 -13.318 -12.966
C 15.907 -12.126 -12.436
C 14.662 -11.311 -11.997
N 14.086 -10.546 -13.030
C 12.811 -9.912 -12.674
C 12.297 -9.214 -13.959
O 12.163 -10.125 -15.040
C 11.288 -11.197 -14.820
H 16.970 -13.731 -14.380
H 16.000 -15.081 -14.028
H 17.165 -14.436 -12.843
H 16.521 -11.614 -13.177
H 16.619 -12.348 -11.641
H 14.819 -10.761 -11.069
H 13.918 -12.089 -11.827
H 13.984 -11.171 -13.817
H 12.846 -9.069 -11.985
H 12.105 -10.604 -12.216
H 13.033 -8.491 -14.310
H 11.283 -8.836 -13.834
H 11.475 -11.912 -14.019
H 11.053 -11.741 -15.735
H 10.339 -10.796 -14.463
C 11.450 -2.183 -7.560
O 12.751 -2.176 -7.048
C 13.412 -3.348 -7.289
C 14.902 -3.074 -7.001
N 15.780 -4.207 -7.318
C 15.826 -4.536 -8.710
C 17.196 -5.190 -8.999
O 18.165 -4.117 -8.948
C 19.453 -4.519 -9.284
H 11.516 -1.975 -8.628
H 10.821 -1.429 -7.088
H 10.982 -3.157 -7.415
H 13.336 -3.604 -8.346
H 13.092 -4.219 -6.718
H 14.980 -2.941 -5.922
H 15.311 -2.166 -7.446
H 16.709 -4.169 -6.924
H 15.591 -3.730 -9.405
H 14.958 -5.162 -8.915
H 17.193 -5.641 -9.991
H 17.471 -5.899 -8.218
H 20.192 -3.809 -8.914
H 19.688 -4.593 -10.345
H 19.646 -5.424 -8.708
C 10.260 -12.583 -10.684
O 9.998 -13.277 -9.479
C 8.789 -12.748 -8.872
C 9.116 -11.588 -7.849
N 9.782 -12.108 -6.610
C 10.000 -11.071 -5.592
C 11.034 -11.568 -4.545
O 12.225 -12.041 -5.188
C 13.508 -12.000 -4.487
H 11.214 -13.013 -10.989
H 10.489 -11.564 -10.372
H 9.526 -12.655 -11.486
H 8.437 -13.586 -8.270
H 7.931 -12.489 -9.493
H 8.215 -11.028 -7.601
H 9.853 -10.902 -8.267
H 10.685 -12.467 -6.887
H 9.073 -10.880 -5.052
H 10.301 -10.139 -6.072
H 10.599 -12.301 -3.865
H 11.279 -10.705 -3.926
H 13.370 -12.522 -3.540
H 13.695 -10.974 -4.171
H 14.312 -12.513 -5.015
C 18.002 -6.106 -5.328
C 19.004 -7.088 -5.831
O 20.015 -7.290 -4.804
O 18.345 -4.720 -5.501
H 17.821 -6.354 -4.282
H 17.094 -6.238 -5.917
H 19.496 -6.623 -6.686
H 18.509 -8.050 -5.966
H 20.574 -8.017 -5.090
H 19.168 -4.649 -5.011
C 14.841 -7.023 -4.192
C 13.414 -7.509 -3.811
O 13.523 -8.696 -2.994
O 15.571 -8.117 -4.670
H 15.295 -6.514 -3.342
H 14.646 -6.381 -5.051
H 12.878 -7.781 -4.721
H 12.917 -6.712 -3.259
H 12.807 -8.602 -2.361
H 15.199 -8.900 -4.257
C 13.078 -5.067 -12.671
C 12.419 -3.808 -12.115
O 11.026 -3.684 -12.532
O 14.329 -5.361 -12.051
H 13.291 -4.911 -13.729
H 12.435 -5.946 -12.614
H 13.019 -2.973 -12.475
H 12.526 -3.857 -11.031
H 11.154 -3.698 -13.483
H 14.593 -6.268 -12.217
C 20.501 -13.990 -7.600
C 20.419 -14.909 -8.816
O 20.411 -16.287 -8.450
O 19.211 -13.868 -7.020
H 20.810 -12.982 -7.877
H 21.281 -14.360 -6.934
H 21.180 -14.761 -9.583
H 19.525 -14.760 -9.422
H 19.857 -16.345 -7.668
H 19.306 -13.287 -6.261
C 23.941 -11.453 -9.517
C 23.878 -10.936 -10.937
O 23.162 -9.733 -11.111
O 22.775 -11.813 -8.874
H 24.521 -10.714 -8.966
H 24.553 -12.355 -9.504
H 23.375 -11.651 -11.589
H 24.915 -10.742 -11.213
H 22.901 -9.735 -12.035
H 22.201 -11.078 -9.100
C 17.500 -8.366 -13.422
C 16.664 -8.302 -12.136
O 15.275 -8.101 -12.420
O 18.783 -8.783 -13.151
H 17.383 -7.509 -14.085
H 17.095 -9.237 -13.937
H 17.061 -7.477 -11.544
H 16.874 -9.281 -11.704
H 14.864 -8.906 -12.744
H 19.202 -9.062 -13.969